One molecule with the formula C21H14ClF3N2O5S, computed with wB97M-V/def2-TZVPD.

Geometry as XYZ:
```
47
Properties=species:S:1:pos:R:3
O 4.03018 3.63604 -1.03708
C 3.30358 2.83325 -0.51179
O 2.54044 3.14072 0.54489
H 2.69869 4.06389 0.80103
C 3.15778 1.42480 -0.95560
C 2.38759 0.50360 -0.25168
C 2.29724 -0.79697 -0.70480
C 2.97274 -1.19721 -1.84856
C 3.74522 -0.28102 -2.55738
C 3.83409 1.02049 -2.10805
H 4.42972 1.74933 -2.63689
H 4.26639 -0.59931 -3.44581
Cl 2.85213 -2.81560 -2.36965
S 1.32776 -1.98046 0.24150
O 2.15157 -3.09414 0.58503
O 0.66494 -1.25636 1.28235
N 0.23251 -2.55663 -0.88204
C -0.95054 -1.89965 -1.20126
C -1.01526 -0.51584 -1.11483
C -2.19866 0.14413 -1.42549
C -3.29796 -0.56848 -1.88830
C -3.22329 -1.94725 -1.98843
C -2.06583 -2.61426 -1.63516
H -2.01643 -3.69103 -1.69601
H -4.07767 -2.50859 -2.33430
H -4.20018 -0.03896 -2.15134
C -2.28270 1.62790 -1.30711
O -2.69553 2.34154 -2.19567
N -1.82469 2.18017 -0.13991
C -1.42633 1.56700 1.04881
C -2.00699 0.38568 1.49751
C -1.52480 -0.21746 2.64792
C -0.52041 0.36512 3.40359
C 0.00967 1.57322 2.98519
C -0.42936 2.16624 1.81718
H 0.01456 3.09116 1.47983
H 0.78852 2.04554 3.56359
H -0.15497 -0.12311 4.29184
C -2.11870 -1.54072 3.02835
F -1.51662 -2.12664 4.06671
F -3.42342 -1.43203 3.36737
F -2.08888 -2.42507 2.01385
H -2.81491 -0.07511 0.95261
H -1.74088 3.18970 -0.17237
H -0.15071 0.03859 -0.78988
H 0.20291 -3.56408 -0.91792
H 1.85751 0.77787 0.64813
```

Output
Total energy = -2452.416670 Ha
SMILES string = O=C(O)c1ccc(Cl)c(S(=O)(=O)Nc2cccc(C(=O)Nc3cccc(C(F)(F)F)c3)c2)c1
Highest occupied orbital energy = -8.9 eV
Energy relative to the best compared isomer or geometry (same formula, charge and spin) = 0.0 kJ/mol
Orbital gap = 8.43 eV
E_LUMO = -0.4536 eV

C15H13CrN5S as an isolated structure, computed with wB97M-V/def2-TZVPD.

Geometry as XYZ:
```
35
Properties=species:S:1:pos:R:3
Cr -1.06477 -0.50497 -0.13768
N 2.36802 -2.20255 2.01553
C 1.29370 -1.57703 1.50694
S 0.75941 -2.03532 -0.07433
N 0.76095 -0.63978 2.29404
N -0.32946 -0.07748 1.79627
C -0.80888 0.97078 2.55144
C -1.91317 1.60205 2.19735
C -3.01446 2.19774 1.84009
C -3.09725 3.26435 0.82249
C -2.38872 3.37892 -0.30382
C -1.37164 2.45034 -0.85435
N -1.31893 1.21593 -0.63831
H 2.78327 -2.96543 1.51388
H 2.64763 -2.00572 2.96108
H -0.22142 1.28020 3.40984
H -3.95070 1.90809 2.31360
H -3.83427 4.03407 1.02629
H -2.55967 4.26102 -0.91157
H -0.63804 2.90808 -1.52811
C -2.45446 -1.39225 -1.46583
C -2.63632 -2.27960 -0.33326
C -2.98268 -1.72741 0.91611
C -2.90570 -2.47857 2.09040
C -2.49386 -3.79474 2.03856
C -2.17636 -4.37940 0.79679
C -2.23724 -3.63882 -0.35001
C -2.39048 -4.56419 3.24784
N -2.30652 -5.18187 4.21387
H -3.22432 -0.63672 -1.60199
H -2.15841 -1.86699 -2.39532
H -3.37406 -0.71422 0.95928
H -3.16533 -2.03305 3.04160
H -1.86737 -5.41565 0.76332
H -1.95820 -4.08482 -1.29609
```

Output
Total energy = -2295.710503 Ha
Highest occupied orbital energy (alpha / beta) = -7.3 / -8.1 eV
Energy relative to the best compared isomer or geometry (same formula, charge and spin) = 348.0 kJ/mol
2S+1 = 5
Orbital gap (alpha / beta) = 6.82 / 7.02 eV
E_LUMO (alpha / beta) = -0.4604 / -1.1073 eV
⟨S²⟩ = 6.21

A 2-piece molecular cluster, C4H11NO overall, computed with wB97M-V/def2-TZVPD.

Geometry as XYZ:
```
17
Properties=species:S:1:pos:R:3
C -2.07574 -0.21306 -1.06982
C -0.99799 -0.27869 -0.03317
C -0.11147 0.78438 0.20193
N -0.20472 1.94826 -0.58959
C -0.92157 -1.58189 0.87282
H -2.81305 0.25720 -0.46616
H -2.45382 -1.08982 -1.41709
H -1.82344 0.42135 -2.05794
H 0.61787 0.90028 0.94090
H 0.32368 2.76802 -0.31274
H -1.02460 2.19994 -1.10192
H -1.32252 -1.20512 1.87543
H 0.17007 -1.84784 0.91790
H -1.62656 -2.33226 0.40623
H 4.78847 -0.28955 -0.17530
H 4.69768 -0.66633 1.25431
O 4.77772 0.22514 0.75423
```

Output
Total energy = -288.922345 Ha
SMILES string = CC(C)=CN.O
Highest occupied orbital energy = -7.2 eV
Energy relative to the best compared isomer or geometry (same formula, charge and spin) = 248.6 kJ/mol
Orbital gap = 7.94 eV
E_LUMO = 0.7318 eV

C28H62AsF6O16P2S4 as an isolated structure, computed with wB97M-V/def2-TZVPD.

Geometry as XYZ:
```
119
Properties=species:S:1:pos:R:3
As -0.83719 0.74794 -1.12291
F -0.87126 1.71436 -2.62475
F 0.11575 -0.71732 -1.70321
F -1.05306 -0.18739 0.45714
F -1.81728 2.03053 -0.37106
F -2.32249 0.04273 -1.88777
F 0.65275 1.65283 -0.65697
C 2.80176 0.73210 -0.09085
C 2.61674 -0.48954 0.83621
C 2.36019 -0.05512 2.28447
S 3.00672 1.67673 2.38845
O 4.49168 1.85443 2.48993
O 2.14944 2.43681 3.33011
C 2.54086 2.04520 0.68756
H 2.27494 0.71782 -1.04498
H 3.85115 0.81203 -0.37456
H 3.35764 -1.27947 0.71301
H 1.63718 -0.89457 0.58225
H 2.76653 -0.59688 3.13857
H 1.28039 0.04166 2.39748
H 3.05451 2.93804 0.33105
H 1.48753 2.27683 0.84549
C 1.32347 -2.24135 -3.77333
C 2.76826 -1.92884 -4.27835
C 2.50498 -0.59181 -5.09405
S 1.03237 0.29835 -4.46131
O 0.08569 0.30942 -5.62741
O 1.41223 1.56329 -3.81302
C 0.70839 -0.92710 -3.26076
H 1.35813 -2.99752 -2.98904
H 0.62355 -2.50699 -4.56558
H 3.06923 -2.68253 -5.00601
H 3.61448 -1.96664 -3.59237
H 2.31465 -0.58481 -6.16728
H 3.30434 0.14201 -4.99092
H -0.37639 -0.87705 -3.16671
H 1.21904 -0.46357 -2.41668
C -4.01858 2.52638 -1.95215
C -4.65143 3.86043 -2.27522
C -5.37886 3.92143 -3.63484
S -4.38072 2.65225 -4.66833
O -3.64055 3.46127 -5.67737
O -5.29831 1.62524 -5.24367
C -3.44280 2.00022 -3.26945
H -4.73340 1.82666 -1.51911
H -3.29193 2.47107 -1.14158
H -3.78326 4.50075 -2.43134
H -5.33067 4.25545 -1.51977
H -5.62764 4.78338 -4.25391
H -6.41560 3.58495 -3.62783
H -2.40537 2.32790 -3.33626
H -3.60498 0.94229 -3.47579
C 0.03125 4.65847 -1.75775
C 0.73536 5.26082 -2.96824
C 2.20931 5.39127 -2.50423
S 2.64096 3.85092 -1.69476
O 3.50939 4.15047 -0.52780
O 3.18898 2.94527 -2.69741
C 0.83115 3.41458 -1.20696
H -0.98539 4.37631 -2.03147
H -0.06255 5.45652 -1.02127
H 0.34802 6.18202 -3.40351
H 0.75912 4.43624 -3.68070
H 2.17838 6.04268 -1.63084
H 2.81565 5.67672 -3.36387
H 0.70153 3.00003 -0.20724
H 0.71582 2.59376 -1.91481
C -2.96436 1.69279 5.85098
C -2.61765 0.27382 5.34802
O -1.30427 0.44162 4.79846
P -0.82019 -0.24009 3.39842
O 0.59698 -0.61530 3.25643
O -1.93039 -1.39517 3.13306
C -2.19683 -1.96514 1.79688
C -2.73231 -3.43999 1.92303
O -1.38871 0.91073 2.47277
C -0.63906 1.82645 1.80244
C -0.14840 2.99952 2.72920
H -2.73108 2.31473 4.98676
H -4.03192 1.81575 6.03342
H -2.46074 2.12796 6.71417
H -2.83184 -0.52412 6.05901
H -3.27453 0.09242 4.49731
H -2.88379 -1.31834 1.25113
H -1.18761 -2.10528 1.40967
H -3.26868 -3.71035 1.01346
H -2.03087 -4.26052 2.07401
H -3.47227 -3.42377 2.72322
H 0.16633 1.33415 1.25738
H -1.32302 1.92535 0.95951
H 0.37012 3.75792 2.14263
H -1.00138 3.39025 3.28404
H 0.63997 2.54254 3.32730
C 0.90923 -8.36681 2.90655
C 0.22489 -6.97623 2.78752
O 1.25620 -6.20781 2.01759
P 0.75736 -4.64498 1.81086
O -0.45307 -4.19232 2.58788
O 2.11849 -3.78281 1.88337
C 2.38206 -2.97961 2.91801
C 3.83368 -3.13290 3.26043
O 0.42117 -4.62404 0.20248
C -0.20893 -3.49377 -0.40526
C 0.96522 -2.47380 -0.80242
H 1.25242 -8.29906 3.93889
H 0.34953 -9.24683 2.58968
H 1.78457 -8.44895 2.26225
H -0.68897 -7.02217 2.19519
H 0.13142 -6.46821 3.74735
H 2.15137 -1.91917 2.81634
H 1.69561 -3.15836 3.74562
H 4.50125 -2.90346 2.42988
H 4.13052 -2.65678 4.19494
H 3.93126 -4.21119 3.38633
H -0.76014 -3.77756 -1.30177
H -0.89757 -3.01271 0.28932
H 1.02545 -1.90919 0.12800
H 1.95536 -2.89513 -0.97618
H 0.57880 -1.86461 -1.61953
```

Output
Total energy = -7417.829076 Ha
Highest occupied orbital energy = -6.5 eV
Charge = -1
Orbital gap = 7.71 eV
E_LUMO = 1.2481 eV